DFT (ωB97M-V with the def2-TZVPD basis set) results for a 7-piece molecular cluster, C5H24N2O7 overall.

Computed properties:
Lowest unoccupied orbital energy: 0.5 eV
Charge: 0
Multiplicity: 1
Kohn-Sham gap: 9.333 eV
Max |F|: 0.109 Eh/bohr

Each atom is followed by the atoms it is bonded to, with distances in Å.
Cartesian coordinates (Å):
1 O 0.72 -2.68 -3.49  H18 0.936, H20 0.925
2 O -3.16 -0.83 -0.96  C12 1.216
3 O 1.48 -2.40 3.07  H27 0.975, H37 1.051
4 O 2.25 -2.51 -1.19  H17 0.972, H21 0.935
5 O 3.07 -1.47 1.10  H23 0.973, H29 1.028
6 O -2.13 1.89 2.92  H24 0.959, H25 0.924
7 O 0.49 0.47 2.91  H30 0.938, H34 0.973
8 N -1.22 0.21 -2.59  C14 1.475, H33 1.056, H35 0.979
9 N -0.07 2.30 0.32  C10 1.543, C11 1.521, H36 1.106
10 C -0.60 3.73 0.08  N9 1.543, H15 1.082, H19 1.014, H38 1.146
11 C 0.10 1.48 -0.95  N9 1.521, C14 1.600, H16 1.087, H32 1.117
12 C -2.27 -1.51 -0.50  O2 1.216, C13 1.511, H31 1.116
13 C -0.96 -0.81 -0.22  C12 1.511, C14 1.614, H26 1.109, H28 1.130
14 C -1.15 0.50 -1.15  N8 1.475, C11 1.600, C13 1.614, H22 1.105
15 H -0.72 4.30 0.99  C10 1.082
16 H 0.29 2.09 -1.82  C11 1.087
17 H 1.76 -2.98 -0.50  O4 0.972
18 H 0.55 -2.90 -4.38  O1 0.936
19 H -1.40 3.77 -0.54  C10 1.014
20 H 0.58 -1.78 -3.33  O1 0.925
21 H 1.83 -2.84 -1.95  O4 0.935
22 H -2.02 1.14 -0.94  C14 1.105
23 H 2.97 -0.57 1.45  O5 0.973
24 H -1.97 2.79 3.22  O6 0.959
25 H -1.49 1.85 2.25  O6 0.924
26 H -0.80 -0.47 0.83  C13 1.109
27 H 1.65 -3.32 3.33  O3 0.975
28 H -0.02 -1.41 -0.40  C13 1.130
29 H 2.97 -1.59 0.08  O5 1.028
30 H 0.01 0.79 3.64  O7 0.938
31 H -2.29 -2.56 -0.13  C12 1.116
32 H 0.94 0.77 -0.72  C11 1.117
33 H -2.12 -0.27 -2.84  N8 1.056
34 H 0.80 -0.42 3.18  O7 0.973
35 H -1.15 1.00 -3.16  N8 0.979
36 H 0.91 2.34 0.84  N9 1.106
37 H 1.93 -2.30 2.12  O3 1.051
38 H 0.23 4.22 -0.54  C10 1.146

DFT (ωB97M-V with the def2-TZVPD basis set) results for a 7-piece molecular cluster, C5H24N2O7 overall.

Computed properties:
Lowest unoccupied orbital energy: 0.3 eV
Charge: 0
Multiplicity: 1
Kohn-Sham gap: 10.503 eV
Max |F|: 0.047 Eh/bohr

Each atom is followed by the atoms it is bonded to, with distances in Å.
Cartesian coordinates (Å):
1 O 0.70 2.31 1.83  H17 0.967, H27 0.990
2 O 1.20 -3.51 1.05  H23 1.001, H37 0.969
3 O -3.81 0.88 -0.28  H22 0.965, H24 0.969
4 O -2.49 3.08 0.45  H25 0.962, H30 0.979
5 O 2.38 -1.26 2.35  H20 0.961, H21 0.960
6 O -1.04 -2.30 1.81  C12 1.239
7 O -0.10 3.77 -0.37  H34 0.979, H36 0.955
8 N -1.41 -0.08 1.39  C12 1.415, H26 1.004, H28 1.012
9 N -0.77 -1.57 -0.34  C10 1.486, C12 1.348, H31 1.021
10 C -0.56 -0.48 -1.33  N9 1.486, C11 1.494, H15 1.098, H29 1.113
11 C 0.75 0.23 -1.27  C10 1.494, C14 1.574, H16 1.102, H38 1.103
12 C -1.09 -1.39 0.96  O6 1.239, N8 1.415, N9 1.348
13 C 2.21 -1.47 -2.64  C14 1.503, H18 1.098, H19 1.091, H35 1.126
14 C 2.05 -0.63 -1.41  C11 1.574, C13 1.503, H32 1.073, H33 1.078
15 H -0.80 -0.98 -2.28  C10 1.098
16 H 0.78 1.12 -1.93  C11 1.102
17 H 1.57 2.69 2.00  O1 0.967
18 H 2.96 -2.24 -2.44  C13 1.098
19 H 1.24 -1.84 -2.98  C13 1.091
20 H 2.57 -2.17 2.09  O5 0.961
21 H 1.57 -1.07 1.87  O5 0.960
22 H -4.26 0.23 0.28  O3 0.965
23 H 0.26 -3.24 1.27  O2 1.001
24 H -2.92 0.49 -0.27  O3 0.969
25 H -2.71 3.12 1.39  O4 0.962
26 H -2.00 -0.13 2.20  N8 1.004
27 H 0.56 2.74 0.94  O1 0.990
28 H -0.73 0.67 1.35  N8 1.012
29 H -1.38 0.27 -1.28  C10 1.113
30 H -3.24 2.59 0.07  O4 0.979
31 H -0.16 -2.38 -0.51  N9 1.021
32 H 1.81 -1.37 -0.66  C14 1.073
33 H 2.92 -0.03 -1.20  C14 1.078
34 H -0.97 3.39 -0.16  O7 0.979
35 H 2.49 -0.86 -3.55  C13 1.126
36 H 0.16 4.63 -0.03  O7 0.955
37 H 1.37 -3.86 1.94  O2 0.969
38 H 0.92 0.69 -0.28  C11 1.103

DFT (ωB97M-V with the def2-TZVPD basis set) results for a 6-piece molecular cluster, C5H24N3O5 overall.

Computed properties:
Lowest unoccupied orbital energy: -2.8 eV
Charge: +1
Multiplicity: 1
Kohn-Sham gap: 9.206 eV
Max |F|: 0.076 Eh/bohr

Each atom is followed by the atoms it is bonded to, with distances in Å.
Cartesian coordinates (Å):
1 O -3.06 -2.62 -1.29  H27 0.954, H28 0.958
2 O -1.17 0.59 -4.10  H25 0.956, H31 0.962
3 O 3.53 -1.61 1.07  H33 0.975, H35 0.973
4 O 3.94 0.87 -0.62  H14 0.961, H15 0.970
5 O 0.35 -2.35 1.70  H32 0.979, H34 0.975
6 N -1.50 2.71 0.89  C11 1.495, H18 0.986, H37 0.986
7 N 0.41 -0.25 -0.44  C9 1.307, C10 1.499, H26 1.061
8 N -0.49 -1.34 -2.24  C9 1.350, H20 1.014, H30 1.018
9 C -0.30 -0.20 -1.54  N7 1.307, N8 1.350, H23 1.095
10 C 0.78 0.88 0.46  N7 1.499, C12 1.491, H19 1.115, H29 1.111
11 C -1.35 1.46 1.70  N6 1.495, C12 1.533, C13 1.588, H17 1.143
12 C 0.11 1.02 1.79  C10 1.491, C11 1.533, H16 1.090, H22 1.094
13 C -1.82 1.76 3.19  C11 1.588, H21 1.084, H24 1.123, H36 1.080
14 H 4.35 1.08 -1.46  O4 0.961
15 H 3.51 1.67 -0.30  O4 0.970
16 H 0.24 0.10 2.36  C12 1.090
17 H -2.09 0.69 1.30  C11 1.143
18 H -1.84 2.46 0.00  N6 0.986
19 H 0.57 1.80 -0.14  C10 1.115
20 H -1.21 -1.27 -2.96  N8 1.014
21 H -1.35 1.07 3.88  C13 1.084
22 H 0.85 1.53 2.42  C12 1.094
23 H -0.74 0.77 -1.77  C9 1.095
24 H -1.34 2.71 3.54  C13 1.123
25 H -1.30 1.53 -4.15  O2 0.956
26 H 0.55 -1.19 0.03  N7 1.061
27 H -3.71 -2.57 -1.98  O1 0.954
28 H -3.21 -3.20 -0.54  O1 0.958
29 H 1.89 0.80 0.53  C10 1.111
30 H -0.77 -2.16 -1.71  N8 1.018
31 H -0.33 0.23 -4.40  O2 0.962
32 H -0.05 -2.75 2.50  O5 0.979
33 H 3.35 -1.02 1.83  O3 0.975
34 H 1.13 -2.89 1.50  O5 0.975
35 H 4.02 -0.97 0.52  O3 0.973
36 H -2.88 1.56 3.17  C13 1.080
37 H -1.61 3.49 1.49  N6 0.986

DFT (ωB97M-V with the def2-TZVPD basis set) results for a 6-piece molecular cluster, C5H24NO5 overall.

Computed properties:
Lowest unoccupied orbital energy: -2.7 eV
Charge: +1
Multiplicity: 1
Kohn-Sham gap: 11.327 eV
Max |F|: 0.069 Eh/bohr

Each atom is followed by the atoms it is bonded to, with distances in Å.
Cartesian coordinates (Å):
1 O 3.30 2.40 -0.71  H28 0.983, H30 0.968
2 O 0.40 3.18 3.90  H19 0.963, H20 0.967
3 O -4.34 -1.89 -0.13  H15 0.975, H34 0.953
4 O 3.09 -1.77 1.33  H27 0.950, H33 0.977
5 O -2.97 1.39 1.04  H17 0.984, H22 0.960
6 N -1.13 1.00 -0.39  C10 1.527, H23 1.014, H25 1.117, H26 1.006
7 C 0.91 -1.66 -2.30  C9 1.512, H13 1.092, H16 1.105, H24 1.110
8 C 1.28 0.19 -0.03  C10 1.547, H18 1.097, H32 1.063, H35 1.108
9 C -0.29 -1.08 -1.58  C7 1.512, C10 1.560, C11 1.522, H31 1.160
10 C 0.09 0.32 -1.01  N6 1.527, C8 1.547, C9 1.560, H14 1.127
11 C -0.85 -1.91 -0.43  C9 1.522, H12 1.102, H21 1.083, H29 1.109
12 H -1.95 -1.95 -0.41  C11 1.102
13 H 1.41 -2.34 -1.60  C7 1.092
14 H 0.37 1.02 -1.84  C10 1.127
15 H -5.13 -1.76 0.43  O3 0.975
16 H 0.69 -2.09 -3.29  C7 1.105
17 H -2.72 2.30 1.30  O5 0.984
18 H 1.89 1.07 0.22  C8 1.097
19 H 0.33 2.70 4.73  O2 0.963
20 H 1.25 3.65 3.84  O2 0.967
21 H -0.72 -2.98 -0.42  C11 1.083
22 H -3.85 1.28 1.42  O5 0.960
23 H -0.82 1.79 0.17  N6 1.014
24 H 1.55 -0.78 -2.51  C7 1.110
25 H -1.65 0.28 0.29  N6 1.117
26 H -1.73 1.29 -1.14  N6 1.006
27 H 3.54 -2.46 1.81  O4 0.950
28 H 3.92 2.61 -1.45  O1 0.983
29 H -0.43 -1.59 0.54  C11 1.109
30 H 3.67 2.76 0.11  O1 0.968
31 H -1.30 -0.86 -2.10  C9 1.160
32 H 1.15 -0.18 0.96  C8 1.063
33 H 3.73 -1.20 0.86  O4 0.977
34 H -4.64 -2.31 -0.93  O3 0.953
35 H 1.96 -0.40 -0.68  C8 1.108

DFT (ωB97M-V with the def2-TZVPD basis set) results for a 8-piece molecular cluster, C5H24NO8S overall.

Computed properties:
Lowest unoccupied orbital energy: 2.7 eV
Charge: -1
Multiplicity: 1
Kohn-Sham gap: 6.436 eV
Max |F|: 0.094 Eh/bohr

Each atom is followed by the atoms it is bonded to, with distances in Å.
Cartesian coordinates (Å):
1 S -2.51 1.00 2.10  C11 1.938
2 O -0.74 3.11 0.12  H27 0.962, H31 0.962
3 O 1.85 1.23 2.98  H17 0.972, H28 0.973
4 O 1.84 1.87 0.44  H24 0.969, H38 0.984
5 O -1.24 -3.63 -1.68  H18 0.964, H30 0.963
6 O 1.06 -1.30 0.98  C13 1.227
7 O 3.80 -0.89 -0.54  H25 0.964, H39 0.969
8 O 2.51 -3.06 -2.33  H21 0.971, H37 0.984
9 O -3.32 1.63 -0.85  H35 0.976, H36 0.958
10 N 0.89 -0.62 -1.16  C12 1.493, C13 1.368, H23 1.027
11 C -1.34 -0.51 1.75  S1 1.938, C14 1.473, H22 1.074, H26 1.112
12 C 0.06 -0.06 -2.27  N10 1.493, C15 1.499, H16 1.113, H33 1.109
13 C 0.36 -0.84 0.09  O6 1.227, N10 1.368, C14 1.548
14 C -1.15 -0.56 0.29  C11 1.473, C13 1.548, H32 1.103, H34 1.094
15 C -0.61 1.28 -2.24  C12 1.499, H19 1.113, H20 1.111, H29 1.052
16 H -0.66 -0.86 -2.57  C12 1.113
17 H 1.10 1.82 2.79  O3 0.972
18 H -0.58 -2.92 -1.71  O5 0.964
19 H -1.04 1.62 -3.20  C15 1.113
20 H 0.05 2.16 -2.12  C15 1.111
21 H 2.01 -2.96 -1.50  O8 0.971
22 H -0.57 -0.19 2.43  C11 1.074
23 H 1.91 -0.62 -1.15  N10 1.027
24 H 1.51 2.75 0.21  O4 0.969
25 H 3.61 -1.68 -0.03  O7 0.964
26 H -2.02 -1.31 2.12  C11 1.112
27 H -0.08 2.47 0.39  O2 0.962
28 H 1.41 0.41 2.70  O3 0.973
29 H -1.36 1.26 -1.50  C15 1.052
30 H -1.28 -3.88 -0.75  O5 0.963
31 H -1.58 2.76 0.44  O2 0.962
32 H -1.84 -1.29 -0.14  C14 1.103
33 H 0.77 -0.14 -3.11  C12 1.109
34 H -1.41 0.34 -0.28  C14 1.094
35 H -3.56 1.32 0.04  O9 0.976
36 H -2.74 2.37 -0.68  O9 0.958
37 H 2.76 -2.11 -2.31  O8 0.984
38 H 2.16 1.99 1.36  O4 0.984
39 H 3.49 -0.15 0.02  O7 0.969

DFT (ωB97M-V with the def2-TZVPD basis set) results for a 8-piece molecular cluster, C5H24O9 overall.

Computed properties:
Lowest unoccupied orbital energy: 0.0 eV
Charge: 0
Multiplicity: 1
Kohn-Sham gap: 10.686 eV
Max |F|: 0.077 Eh/bohr

Each atom is followed by the atoms it is bonded to, with distances in Å.
Cartesian coordinates (Å):
1 O -0.15 1.73 -3.22  H25 0.989, H31 0.961
2 O 2.77 1.04 -2.14  H21 0.962, H29 0.961
3 O 0.72 3.51 -0.92  H19 0.956, H34 0.956
4 O 1.44 -1.16 -2.80  H20 0.977, H30 0.963
5 O -1.60 2.42 -0.51  H35 0.959, H38 0.970
6 O -0.98 -1.40 -0.63  C10 1.353, H22 1.003
7 O -3.24 -2.77 0.23  H32 0.963, H37 0.955
8 O -1.34 -0.78 -3.08  H28 0.979, H36 0.968
9 O 0.65 0.07 -0.07  C10 1.201
10 C -0.21 -0.70 0.24  O6 1.353, O9 1.201, C11 1.510
11 C -0.50 -1.13 1.66  C10 1.510, C14 1.564, H26 1.136, H27 1.094
12 C 1.76 -1.17 2.34  C14 1.543, H16 1.093, H23 1.094, H24 1.094
13 C -0.29 -0.58 4.05  C14 1.518, H17 1.090, H18 1.121, H33 1.087
14 C 0.44 -0.48 2.72  C11 1.564, C12 1.543, C13 1.518, H15 1.123
15 H 0.35 0.61 2.45  C14 1.123
16 H 2.43 -1.08 3.20  C12 1.093
17 H -1.33 -0.25 4.05  C13 1.090
18 H 0.37 -0.06 4.79  C13 1.121
19 H 1.33 3.63 -0.20  O3 0.956
20 H 0.88 -0.37 -2.97  O4 0.977
21 H 3.08 0.14 -2.28  O2 0.962
22 H -1.20 -1.21 -1.59  O6 1.003
23 H 2.33 -0.60 1.60  C12 1.094
24 H 1.52 -2.20 2.06  C12 1.094
25 H 0.77 1.37 -3.15  O1 0.989
26 H -0.52 -2.27 1.64  C11 1.136
27 H -1.56 -1.06 1.93  C11 1.094
28 H -0.82 -0.13 -3.61  O8 0.979
29 H 2.18 0.95 -1.39  O2 0.961
30 H 0.97 -1.86 -2.34  O4 0.963
31 H -0.11 2.31 -2.45  O1 0.961
32 H -2.41 -2.35 -0.01  O7 0.963
33 H -0.36 -1.61 4.38  C13 1.087
34 H 0.96 4.14 -1.60  O3 0.956
35 H -0.90 2.60 0.12  O5 0.959
36 H -2.04 -0.28 -2.64  O8 0.968
37 H -3.63 -2.34 0.99  O7 0.955
38 H -1.76 3.32 -0.83  O5 0.970